Computed, not measured: a 2-piece molecular cluster, C2HBrN2O overall in a non-equilibrium geometry, with wB97M-V/def2-TZVPD.

Geometry as XYZ:
```
7
Properties=species:S:1:pos:R:3:forces:R:3
C 0.152 -0.665 0.268 -1.028 3.986 -1.413
C 0.698 1.004 1.338 -0.091 -0.277 0.811
N -0.147 0.443 -0.427 -0.847 -4.616 -1.812
N 0.193 1.506 0.273 1.308 1.209 2.111
O 0.644 -0.372 1.435 1.255 2.393 1.405
Br -1.503 -0.262 -3.063 0.121 0.062 0.235
H -0.037 -1.654 0.176 -0.717 -2.757 -1.338
```
Forces are in eV/Å.

Summary:
- LUMO energy (alpha / beta): -2.48 / -2.89 eV
- Maximum force: 5.0 eV/A
- 2S+1: 1
- Kohn-Sham gap (alpha / beta): 8.25 / 7.55 eV